# 1
A structure of composition C17H36AlN2O6P2 at a distorted geometry, computed with wB97M-V/def2-TZVPD.

```
64
Properties=species:S:1:pos:R:3:nbo_charge:R:1
C -5.94475 -1.69461 2.04964 -0.3052
O -5.27882 -1.15299 0.83065 -0.3456
C -6.11382 -0.03186 0.34600 -0.1155
C -5.92423 0.24544 -1.26252 -0.4329
C -4.29466 0.44102 -1.54745 -0.4164
C -3.80116 1.90406 -0.99228 -0.3998
C -2.26518 1.92582 -0.40393 -0.4014
C -2.16099 1.67715 1.21337 -0.3983
C -1.43776 2.94564 2.01342 -0.4065
C -0.49618 2.39817 3.23981 -0.4120
C 1.06731 2.09830 2.82961 -0.4256
C 1.31332 2.02418 1.21050 -0.4214
C 2.84413 1.61993 0.76207 -0.4140
C 3.09793 0.00153 1.06789 -0.4627
C 2.48321 -0.94307 -0.12228 -0.0464
N 1.74642 -2.22037 0.21536 -0.6258
C 1.41787 -2.84760 -1.13174 0.6405
O 0.55680 -3.86832 -1.18511 -0.4581
C 2.22297 -2.04507 -2.33272 -0.4530
C 3.43809 -1.36859 -1.40323 -0.7156
P 4.23374 0.12276 -2.29574 1.7412
O 5.70444 0.66257 -1.53543 -0.8784
O 4.41074 -0.12857 -4.01023 -0.9120
P 4.64811 -2.85156 -1.10609 2.0699
N 6.11384 -2.38298 -1.67002 -1.2787
O 4.22109 -4.27828 -2.05823 -0.9332
O 4.80609 -3.22119 0.61682 -0.9347
H -7.00538 -2.11545 1.76407 0.2506
H -6.08336 -0.81460 2.82268 0.2363
H -5.24637 -2.54496 2.45383 0.2465
H -7.25354 -0.31346 0.55419 0.2509
H -5.81907 0.90781 0.98724 0.2540
H -6.43715 1.28314 -1.51515 0.2536
H -6.41012 -0.57475 -1.94907 0.2851
H -4.17654 0.43803 -2.72332 0.2621
H -3.63494 -0.39654 -1.05970 0.2314
H -4.57172 2.26881 -0.18449 0.2310
H -3.81658 2.65226 -1.92219 0.2625
H -1.81480 2.98725 -0.65788 0.2508
H -1.62112 1.11870 -0.98298 0.2236
H -3.20569 1.43738 1.73286 0.2365
H -1.49074 0.71322 1.40792 0.2139
H -2.33874 3.54941 2.51174 0.2610
H -0.91750 3.69816 1.28296 0.2323
H -0.97714 1.41455 3.71542 0.2321
H -0.45794 3.17651 4.13747 0.2940
H 1.72705 2.99249 3.25850 0.2514
H 1.36924 1.09565 3.39364 0.2233
H 1.12984 3.12375 0.78470 0.2424
H 0.55142 1.32837 0.63292 0.2028
H 2.91480 1.86630 -0.40400 0.2117
H 3.67952 2.29547 1.26433 0.2689
H 4.21759 -0.23829 1.32925 0.2403
H 2.47726 -0.22277 2.05534 0.2752
H 1.62281 -0.28311 -0.59988 0.2252
H 2.21969 -2.91728 0.83104 0.4421
H 1.41727 -1.21647 -2.62821 0.3029
H 2.59481 -2.63658 -3.27127 0.0116
H 5.67532 0.55963 -0.52971 0.5418
H 5.13886 0.48997 -4.36158 0.5622
H 6.80904 -2.41063 -0.88684 0.4211
H 4.37987 -3.95456 -3.01459 0.3520
H 5.48930 -3.97479 0.71168 0.5469
Al 3.25619 -3.81409 -4.27905 1.1119
```

HOMO (eV): -16.36
Total charge: +3
LUMO energy (eV): -14.6918

# 2
A cluster of 3 separate species, C17H36BBrFI2O9P in total at a distorted geometry, computed with wB97M-V/def2-TZVPD.

```
68
Properties=species:S:1:pos:R:3:nbo_charge:R:1
C 3.17005 1.15789 0.85705 -0.3081
C 1.68483 0.99900 1.06372 -0.3600
C 1.00818 -0.52111 0.89233 0.5734
F 1.92752 -1.46443 0.15079 -0.3810
O -0.36805 -0.54895 0.49365 -0.5385
C -0.77935 0.07923 -0.71873 -0.2535
C 0.25383 0.40113 -1.90794 -0.4708
C -0.28970 -0.18235 -3.37905 -0.3284
C -1.76564 0.46257 -3.79772 -0.6758
I -0.18752 -2.36327 -3.54993 0.0954
B -1.61827 1.47453 -0.30538 1.1735
O -1.01734 2.81580 -0.20839 -0.9118
O -3.09580 1.38151 -0.06008 -0.9257
C 1.05585 -1.14001 2.45569 -0.0535
I -0.49279 -0.15624 3.61682 0.1245
O 1.23253 -2.55722 2.53915 -0.5555
C 0.12578 -3.42285 2.80009 -0.0416
Br -0.28515 -3.72938 4.78023 -0.0448
C -1.20963 -3.30856 1.87320 -0.1886
O -0.91778 -3.79190 0.48810 -0.2853
O -1.96487 -4.56092 0.20721 -0.4595
P 0.82528 -5.18845 2.29358 1.0938
C -0.47463 -6.54706 2.64241 -1.0058
O 2.13140 -5.49896 3.41941 -0.9691
H 3.85251 0.62177 1.67168 0.2167
H 3.64680 1.78808 -0.00868 0.2338
H 1.01673 1.90527 1.38337 0.2462
H -1.63416 -0.60827 -1.19735 0.2111
H 0.32158 1.58136 -2.07609 0.2115
H 1.35076 0.02857 -1.81431 0.2622
H 0.47440 0.27677 -4.17288 0.2277
H -2.59637 -0.14372 -3.19216 0.2263
H -1.99935 0.24499 -4.93936 0.2377
H -1.85075 1.60768 -3.57232 0.2249
H -0.02099 2.80587 -0.30776 0.4974
H -3.51147 0.75902 -0.75580 0.4937
H 2.07674 -0.67295 2.87719 0.2314
H -1.99327 -4.09606 2.31150 0.2332
H -1.75805 -2.28352 1.85794 0.2354
H -1.83341 -4.84469 -0.75056 0.4776
H -0.54194 -7.21454 1.66198 0.2554
H -0.17484 -7.28373 3.53250 0.2361
H -1.54939 -6.14878 2.89542 0.2497
H 1.82233 -6.21515 4.07257 0.4799
C -5.41601 2.35278 -2.84536 -0.6316
C -5.94474 1.20632 -3.69244 0.0918
C -7.46145 1.12317 -3.62777 -0.6299
O -5.38439 -0.01988 -3.23021 -0.7240
H -5.68264 2.21674 -1.79123 0.2037
H -4.32236 2.39285 -2.89161 0.2143
H -5.81647 3.31274 -3.18592 0.2145
H -5.62754 1.34023 -4.73233 0.1774
H -7.80075 0.94348 -2.60134 0.1989
H -7.82707 0.28603 -4.23213 0.2189
H -7.92338 2.04620 -3.99178 0.2120
H -5.66089 -0.14708 -2.30746 0.4576
C 7.24815 4.17615 0.73851 -0.6295
C 6.19401 4.05559 1.82741 0.0936
C 6.81969 4.10435 3.21220 -0.6300
O 5.49084 2.82597 1.66990 -0.7255
H 7.96473 3.34894 0.79329 0.1989
H 6.78473 4.12709 -0.25279 0.2164
H 7.79657 5.11957 0.82255 0.2126
H 5.46421 4.86599 1.72459 0.1777
H 7.52114 3.27454 3.35484 0.1985
H 6.05067 4.00403 3.98569 0.2197
H 7.35529 5.04558 3.37057 0.2120
H 6.13108 2.10063 1.75975 0.4608
```

HOMO (eV): -7.94
Total charge: 0
LUMO energy (eV): -0.8014

# 3
A structure of composition C17H36Be2Br3Cl2F4N2O14PS2 at a distorted geometry, computed with wB97M-V/def2-TZVPD.

```
83
Properties=species:S:1:pos:R:3:mulliken_charge:R:1
C -4.21026 -1.85440 3.72273 -0.8746
C -3.38673 -2.38360 2.39127 -0.3101
C -2.49671 -1.11275 1.76858 -0.0362
O -1.21061 -1.69483 1.35357 -0.2313
O -0.23381 -0.83458 1.40933 -0.0990
S 0.42164 -0.69455 2.97887 0.7625
O 0.87213 0.81603 3.06642 -0.5693
O 1.84041 -1.68384 3.15869 -0.2702
C 1.39455 -2.81605 4.03542 0.6984
F -0.04515 -3.10262 3.71990 -0.1915
F 2.24072 -4.03643 3.87079 -0.1995
F 1.39986 -2.42965 5.49499 -0.2194
H -4.95438 -2.69542 4.08995 0.3170
H -4.79217 -0.87561 3.37306 0.3229
H -3.38329 -1.58631 4.53843 0.3449
H -4.10171 -2.71293 1.50316 0.2807
H -2.59275 -3.22547 2.66741 0.2192
H -2.42051 -0.29817 2.61248 0.3421
H -3.11524 -0.69770 0.85269 0.0019
O 5.00262 3.12678 -0.67684 -0.5638
C 4.77393 2.06766 -0.10287 0.7558
O 4.75778 0.90288 -0.79435 -0.3507
C 4.72311 -0.40297 -0.18949 -0.4915
C 3.29530 -0.83506 0.08309 -0.5861
C 4.40977 2.04289 1.35231 -0.9548
H 5.35103 -0.44251 0.70492 0.3401
H 5.17268 -1.08996 -0.91288 0.2861
H 2.80320 -0.17033 0.79814 -0.0641
H 3.27062 -1.85295 0.48299 0.3919
H 2.70309 -0.80429 -0.83791 0.3359
H 3.32995 2.15904 1.45679 0.2357
H 4.90903 2.88236 1.84765 0.3338
H 4.74369 1.14554 1.87058 0.3201
Be -6.34330 -2.19917 4.94310 0.3178
C 6.57524 5.89367 -1.54833 -0.5087
N 6.64135 7.11393 -2.39689 0.9064
O 7.30183 8.06690 -1.96749 -0.5218
O 6.02824 7.08061 -3.47029 -0.3566
H 7.15670 6.06332 -0.63964 0.4027
H 5.52515 5.71672 -1.30676 0.3144
H 6.99468 5.06744 -2.12592 0.0518
C -10.95525 -4.19504 1.77217 -0.7172
S -9.70624 -3.52272 2.89513 0.4696
O -8.36223 -3.77453 2.27773 -0.6037
C -9.94446 -4.75336 4.19961 -0.8507
H -10.95718 -3.59731 0.85788 0.1329
H -10.71762 -5.23248 1.52564 0.3739
H -11.93937 -4.13686 2.24306 0.2859
H -9.76832 -5.75676 3.80449 0.2890
H -10.96090 -4.67758 4.59249 0.3319
H -9.23139 -4.55051 5.00204 0.2743
C 9.76701 5.92219 -4.88289 -0.2588
Br 10.85437 6.54882 -6.36918 -0.0273
Br 8.15895 5.01429 -5.49456 -0.0013
Br 10.79308 4.82380 -3.64793 -0.0585
H 9.44228 6.80871 -4.32822 0.3386
C 8.05015 0.20197 -2.79177 0.1950
O 7.93427 -0.86066 -2.19472 -0.5901
N 8.55889 0.35269 -4.06445 0.1601
C 8.66243 1.64875 -4.70172 -0.6510
C 9.00394 -0.82010 -4.78821 -0.7892
H 7.74242 1.15650 -2.33427 0.2801
H 8.07066 1.63871 -5.62140 0.3687
H 9.71196 1.84186 -4.94128 0.3714
H 8.29235 2.44123 -4.04529 -0.0056
H 8.16421 -1.51351 -4.89346 0.2346
H 9.79711 -1.31138 -4.21683 0.2815
H 9.37967 -0.54438 -5.77735 0.4583
O -4.70120 0.68250 -0.12033 -0.5305
P -4.46425 1.89469 0.79535 0.9320
O -4.26114 1.41288 2.24111 -0.4835
O -5.68334 2.82972 0.73279 -0.4629
O -3.21191 2.65419 0.32754 -0.4313
Be 9.04258 -2.84070 -3.91608 0.2060
Cl -13.99487 -4.07071 0.67402 -0.1875
C -14.40727 -2.40677 0.18963 -0.4587
C -13.89284 -2.06836 -1.20014 -0.4064
Cl -12.11505 -1.96458 -1.25309 -0.1699
H -14.00590 -1.72432 0.94521 0.3054
H -15.49870 -2.33271 0.21016 0.3412
H -14.27601 -1.09235 -1.51134 0.2978
H -14.21067 -2.81010 -1.93895 0.2995
F 5.48807 5.07067 -3.43025 -0.4267
```

HOMO (eV): -7.45
Total charge: 0
LUMO energy (eV): -6.5973

Q: Among the records above, which one has the highest total charge?
A: C17H36AlN2O6P2